# 1
# C24H20BF5N6NaO2Se

A molecular structure, C24H20BF5N6NaO2Se (ωB97M-V with the def2-TZVPD basis set, the OMol25 dataset).

XYZ file:
```
60
Properties=species:S:1:pos:R:3:mulliken_charge:R:1
Se 3.137 -0.181 1.654 -0.483
Na 0.093 0.130 -0.377 0.611
F 7.877 -3.560 0.049 -0.320
F 6.895 -1.657 -1.669 -0.314
F 6.745 -3.838 2.535 -0.313
F 4.782 -0.128 -0.947 -0.280
F 4.650 -2.303 3.256 -0.313
O 0.075 0.424 -3.584 -0.427
O -1.778 1.600 -2.995 -0.538
N -0.384 1.034 1.645 -0.214
N 1.118 2.736 1.355 -0.289
N -2.146 3.141 4.556 -0.370
N -0.487 2.985 2.979 -0.738
N -2.092 1.268 3.250 -0.626
N -1.394 -1.403 0.966 -0.137
C 6.254 -2.921 1.672 0.225
C -3.128 -1.192 2.609 -0.514
C 5.177 -2.132 2.033 0.324
C -3.624 -2.433 2.282 -0.398
C -0.647 1.716 -6.952 0.290
C -0.200 1.721 -8.410 2.095
C -1.560 2.447 3.552 0.446
C 0.068 3.162 -8.866 -1.659
C -1.301 1.096 -9.277 -1.645
C -2.260 2.466 -5.274 -1.542
C 4.617 -1.179 1.170 -0.424
C -1.454 0.589 2.292 -0.175
C -1.995 -0.713 1.939 0.760
C 6.327 -1.820 -0.454 0.037
C -1.785 2.431 -6.578 -0.386
C -1.564 1.755 -4.318 1.007
C -1.878 -2.592 0.664 -0.278
C -2.977 -3.163 1.288 -0.571
C 6.836 -2.779 0.416 0.391
C 0.066 2.229 2.027 0.395
C 1.085 0.917 -8.633 -2.139
C 5.247 -1.043 -0.076 0.579
C 0.046 1.004 -5.977 -0.695
C -0.422 1.032 -4.681 0.484
B -0.754 0.761 -2.491 -0.237
H -1.355 -3.113 -0.129 0.457
H -3.144 3.033 -5.020 0.398
H 0.414 3.169 -9.898 0.446
H -3.325 -4.144 1.005 0.377
H -4.493 -2.830 2.787 0.403
H 0.943 -0.127 -8.367 0.409
H -3.057 2.838 4.848 0.248
H 1.570 3.524 1.789 0.273
H 1.365 0.964 -9.684 0.441
H -0.988 1.065 -10.320 0.439
H 0.932 0.433 -6.193 0.500
H -2.226 1.663 -9.214 0.333
H -3.569 -0.578 3.377 0.458
H 1.905 1.324 -8.045 0.427
H -1.504 0.080 -8.945 0.386
H -2.330 2.985 -7.330 0.339
H 0.834 3.613 -8.239 0.392
H -0.827 3.774 -8.801 0.325
H 1.729 2.042 0.945 0.078
H -1.863 4.094 4.689 0.258
```

The LUMO energy comes out at 0.06438 Eh. The frontier orbital gap comes out at 5.8 eV. As for the HOMO energy: -4.03 eV. The value obtained for the energy above the lowest of the compared OMol25 structures with the same formula, charge and spin is 10.3 kcal per mole. The total charge is -1.



# 2
# C17H17ClFeO12

A molecular structure, C17H17ClFeO12 (ωB97M-V with the def2-TZVPD basis set, the OMol25 dataset).

XYZ file:
```
48
Properties=species:S:1:pos:R:3:mulliken_charge:R:1
Fe -0.421 -0.732 -0.409 1.820
Cl 1.015 -2.915 -2.479 1.849
O -3.864 -2.078 1.229 -0.806
O 1.579 -4.082 -1.837 -0.699
O 0.427 -2.363 0.803 -0.341
O -0.952 0.313 1.411 -0.558
O 1.465 0.302 0.171 -0.543
O -0.492 0.802 -1.723 -1.061
O -0.406 -2.830 -2.168 -0.694
O -0.553 5.245 -3.362 -0.460
O 1.647 -1.715 -1.976 -0.640
O -1.046 0.452 3.640 -0.839
O -2.242 -1.569 -0.224 -0.734
O 1.202 -3.014 -3.908 -0.745
C -0.549 -3.408 1.009 -0.045
C -0.983 -0.185 2.577 -0.059
C 0.230 -4.383 1.897 -1.131
C -0.142 4.277 -2.475 1.205
C -2.684 -2.041 0.880 -0.050
C 1.399 1.514 0.382 0.993
C 0.824 2.451 -0.573 -0.062
C 1.890 1.982 1.733 -1.296
C 0.643 -2.054 2.192 -0.055
C -1.439 4.834 -4.376 -0.804
C -0.067 1.992 -1.604 0.417
C 0.713 4.730 -1.453 -1.065
C 1.095 -3.411 2.741 -1.048
C -0.773 -1.710 2.693 0.226
C -1.638 -2.680 1.814 0.075
C 1.159 3.815 -0.532 -0.616
C -0.524 2.966 -2.551 -0.478
H 2.719 1.346 2.041 0.258
H 0.851 -5.032 1.281 0.307
H 0.917 -3.490 3.814 0.381
H 0.998 5.772 -1.415 0.391
H 1.364 -1.244 2.261 0.367
H 1.048 1.805 2.411 0.230
H -0.876 -1.955 3.749 0.559
H -2.185 -3.369 2.457 0.410
H -0.438 -4.999 2.502 0.422
H 2.157 -3.566 2.549 0.362
H -0.859 -3.788 0.041 0.714
H 2.171 3.029 1.801 0.476
H 1.825 4.169 0.243 0.142
H -2.364 4.426 -3.959 0.325
H -1.667 5.723 -4.963 0.223
H -0.986 4.078 -5.024 0.318
H -1.189 2.588 -3.314 0.357
```

The LUMO energy (spin up / spin down) comes out at 0.16485 / 0.16485 Eh. As for the multiplicity: 5. The frontier orbital gap (spin up / spin down) comes out at 7.0 / 6.5 eV. As for the HOMO energy (spin up / spin down): -2.48 / -2.03 eV. The value obtained for the energy above the lowest of the compared OMol25 structures with the same formula, charge and spin is 3.3 kcal per mole. The total charge is -2.



# 3
# C6H9P

C6H9P in the gas phase (ωB97M-V with the def2-TZVPD basis set, the OMol25 dataset).

XYZ file:
```
16
Properties=species:S:1:pos:R:3:mulliken_charge:R:1
P 2.550 0.220 -0.346 -0.003
C 0.520 -1.745 0.161 -0.560
C -0.782 -1.936 -0.139 -0.417
C -1.512 -0.704 -0.330 -0.408
C -0.748 0.376 -0.103 0.382
C -1.041 1.851 -0.139 -1.178
C 0.707 -0.217 0.288 -0.004
H 1.330 -2.540 -0.109 0.237
H 0.873 0.159 1.409 0.231
H -0.863 2.342 0.772 0.308
H -1.261 -2.867 -0.342 0.413
H 2.367 1.506 0.236 0.037
H -2.114 1.960 -0.436 0.340
H -0.534 2.481 -1.051 0.239
H 3.103 -0.291 0.739 0.043
H -2.594 -0.595 -0.610 0.339
```

The LUMO energy comes out at 0.02870 Eh. The frontier orbital gap comes out at 9.2 eV. As for the HOMO energy: -8.40 eV. The value obtained for the energy above the lowest of the compared OMol25 structures with the same formula, charge and spin is 46.4 kcal per mole. The total charge is 0.



# 4
# C17H34CdOP2

A molecular structure, C17H34CdOP2 (ωB97M-V with the def2-TZVPD basis set, the OMol25 dataset).

XYZ file:
```
55
Properties=species:S:1:pos:R:3:mulliken_charge:R:1
Cd -2.439 -0.886 3.731 0.409
P -0.357 -0.775 -2.531 1.129
P 1.797 2.006 -0.475 1.204
O -3.407 -2.457 1.355 -0.498
C -1.947 -0.679 -3.354 -1.458
C 0.519 0.815 -2.745 -1.178
C -1.353 0.669 4.661 -1.033
C 1.133 1.406 1.084 0.294
C -3.214 -2.550 2.545 0.451
C 1.326 -0.013 1.601 -1.156
C 0.834 -1.765 -0.339 -1.774
C -3.475 -3.790 3.390 -0.985
C 1.826 0.924 -1.923 -1.344
C 1.448 3.710 -1.025 -1.647
C 3.567 2.151 -0.009 -1.589
C 0.662 -1.999 -3.397 -1.512
C 1.746 -1.129 0.593 -0.729
C -0.466 -1.306 -0.846 0.795
C -1.337 -0.388 0.085 -0.530
C -1.237 1.131 -0.116 -0.833
C -0.036 1.897 0.339 -1.066
H -2.671 -1.353 -2.873 0.387
H 2.160 0.043 2.317 0.501
H -4.105 -4.500 2.837 0.295
H -0.160 1.669 -2.565 0.513
H 0.545 -1.834 -4.478 0.477
H 0.334 -3.018 -3.143 0.421
H 1.493 2.121 1.839 0.737
H -1.483 1.401 -1.155 0.097
H 2.206 -0.066 -1.616 0.528
H 0.462 -0.321 2.212 0.031
H -0.691 0.297 5.457 0.300
H -1.080 -2.228 -0.958 0.571
H -2.323 0.355 -3.332 0.401
H 1.158 4.349 -0.180 0.402
H 1.721 -1.885 -3.123 0.344
H 4.042 2.884 -0.674 0.470
H 2.710 -0.820 0.130 0.175
H -0.319 2.926 0.585 0.539
H 0.786 0.836 -3.817 0.672
H -1.163 -0.652 1.136 -0.442
H 3.662 2.504 1.029 0.393
H 1.034 -2.828 -0.536 0.268
H 4.093 1.191 -0.109 0.333
H -2.389 -0.672 -0.077 0.605
H -2.085 1.550 0.455 0.584
H -1.797 -0.992 -4.399 0.441
H -0.758 1.214 3.915 0.134
H 0.640 3.732 -1.768 0.364
H 2.606 1.355 -2.577 0.565
H -2.105 1.343 5.099 0.334
H 2.026 -1.970 1.257 0.583
H -3.979 -3.496 4.321 0.340
H 2.348 4.138 -1.485 0.430
H -2.508 -4.246 3.654 0.256
```

The LUMO energy comes out at 0.01985 Eh. The frontier orbital gap comes out at 5.0 eV. As for the HOMO energy: -4.46 eV. The value obtained for the energy above the lowest of the compared OMol25 structures with the same formula, charge and spin is 96.6 kcal per mole. The total charge is 0.



# 5
# C2H7NO3

2 unconnected molecules or ions with the total composition C2H7NO3 (ωB97M-V with the def2-TZVPD basis set, the OMol25 dataset).

XYZ file:
```
13
Properties=species:S:1:pos:R:3:mulliken_charge:R:1
O 0.970 -1.840 0.286 -0.570
O 0.853 0.334 1.281 -0.470
O 0.343 2.268 -1.879 -0.681
N -1.272 0.133 -0.541 -0.610
C 0.350 -0.865 0.772 0.551
C -1.084 -0.614 0.686 -0.355
H -1.142 -0.428 -1.365 0.262
H -1.591 -1.619 0.585 0.265
H 0.269 1.732 -2.695 0.301
H -2.254 0.424 -0.515 0.213
H 1.896 0.427 1.112 0.365
H -1.319 -0.288 1.661 0.371
H 0.120 1.598 -1.241 0.357
```

The LUMO energy comes out at 0.02037 Eh. The frontier orbital gap comes out at 10.9 eV. As for the HOMO energy: -10.32 eV. The value obtained for the energy above the lowest of the compared OMol25 structures with the same formula, charge and spin is 35.1 kcal per mole. The total charge is 0.



# 6
# C19H11Co2NO8

A molecular structure, C19H11Co2NO8 (ωB97M-V with the def2-TZVPD basis set, the OMol25 dataset).

XYZ file:
```
41
Properties=species:S:1:pos:R:3:mulliken_charge:R:1
Co -1.415 1.699 1.362 -0.076
Co -1.584 0.737 -0.949 -0.039
O -3.524 0.684 3.079 -0.468
O -2.487 4.347 0.796 -0.456
O -4.199 -0.092 0.046 -0.463
O -2.348 3.341 -2.048 -0.482
O -1.949 -0.455 -3.637 -0.425
O 0.440 2.426 3.470 -0.473
O -2.274 -3.370 -0.359 -0.525
O 2.290 -2.972 0.135 -0.572
N -0.025 -2.796 0.081 0.651
C -1.989 2.399 -1.488 0.535
C -0.323 2.147 2.644 0.016
C -0.380 -0.364 -0.196 -1.126
C 2.500 1.267 -0.145 -0.398
C 2.095 4.035 -0.358 -0.845
C 0.161 -1.612 -0.691 -0.737
C -1.140 -3.678 -0.053 0.214
C -0.024 0.938 0.016 1.638
C -3.130 0.280 -0.192 0.027
C 0.889 -4.947 0.413 -0.458
C -1.817 0.014 -2.586 -0.089
C -2.699 1.063 2.368 0.136
C -0.599 -5.070 0.345 -0.495
C 1.186 -3.490 0.211 0.288
C 1.006 3.159 -0.314 -0.101
C -2.059 3.274 0.910 0.031
C 3.597 2.139 -0.188 -0.672
C 1.179 1.773 -0.175 0.436
C 3.394 3.521 -0.304 -0.310
H -0.155 -1.854 -1.728 0.181
H 1.231 -1.439 -0.800 0.390
H 1.383 -5.427 -0.431 0.219
H -0.928 -5.741 -0.450 0.261
H -0.011 3.561 -0.362 0.230
H 1.904 5.108 -0.474 0.333
H 1.326 -5.288 1.352 0.284
H 2.656 0.192 -0.034 0.439
H 4.612 1.730 -0.168 0.337
H 4.240 4.204 -0.382 0.323
H -1.029 -5.442 1.287 0.241
```

The LUMO energy comes out at 0.17059 Eh. The frontier orbital gap comes out at 3.3 eV. As for the HOMO energy: 1.29 eV. The value obtained for the energy above the lowest of the compared OMol25 structures with the same formula, charge and spin is 0.0 kcal per mole. The total charge is -2.



no.,maximum force (eV/A)
1,1.89
2,0.21
3,4.02
4,3.20
5,4.39
6,5.89